(1)
Density functional theory data (ωB97M-V/def2-TZVPD) for a structure of composition C35H59BGaO17.

The geometry in XYZ format:
```
113
Properties=species:S:1:pos:R:3:forces:R:3:mulliken_charge:R:1
C 0.587627 1.650219 0.608428 0.00 0.00 -0.26 -1.230
C -0.070964 0.405880 -0.036909 -0.06 0.00 0.04 0.340
B 0.469522 0.279408 -1.524098 -0.08 -0.12 -0.22 -0.337
O 0.020361 1.297578 -2.394170 0.30 0.51 0.69 -0.471
Ga 1.728935 -1.321159 -2.195347 0.02 0.43 0.22 0.797
C 2.736841 -2.057728 -0.552213 0.19 -0.11 -0.17 -0.529
C 3.768412 -3.160676 -0.791006 -0.31 -0.15 0.14 -0.767
O 5.127389 -2.778566 -0.425161 0.04 -0.18 -0.07 -0.346
C 6.023591 -2.394078 -1.337421 -0.23 0.05 -0.01 0.374
O 7.199447 -2.471144 -1.054818 0.24 0.11 0.12 -0.670
C 5.558724 -1.783284 -2.637178 0.17 -0.10 -0.28 0.368
C 5.789998 -0.255277 -2.608946 0.06 -0.08 0.11 -1.148
H 0.007975 2.553056 0.387459 0.07 -0.09 0.09 0.224
H 0.694698 1.544235 1.692528 -0.05 0.10 -0.13 0.360
H 1.589355 1.829414 0.192304 -0.08 -0.07 0.19 0.265
H -1.166850 0.492477 -0.010594 0.11 0.01 0.09 -0.204
H 0.203777 -0.488230 0.532360 -0.16 0.09 -0.04 0.188
H 0.770424 1.610887 -2.914012 -0.29 -0.53 -0.44 0.108
H 0.789358 -2.523367 -2.762750 0.10 -0.07 -0.03 -0.379
H 2.754425 -0.787132 -3.323567 0.02 -0.16 -0.03 -0.340
H 1.970515 -2.451984 0.128446 0.12 0.17 0.01 0.518
H 3.243723 -1.235802 -0.029389 -0.13 -0.09 -0.02 0.384
H 3.586134 -4.025879 -0.141349 0.04 0.11 -0.11 0.222
H 3.772700 -3.544186 -1.818096 0.10 0.11 0.10 0.396
H 4.516936 -1.990420 -2.881304 0.08 0.09 0.20 -0.209
H 6.178571 -2.233615 -3.420816 -0.11 0.08 0.08 0.354
H 6.744529 0.000520 -3.077283 -0.14 0.01 0.05 0.316
H 5.826507 0.119711 -1.580895 -0.11 -0.01 -0.13 0.285
H 4.970082 0.248500 -3.126658 0.14 -0.06 0.03 0.300
O 1.280616 0.502919 -6.018290 0.06 -0.10 -0.23 -0.502
C 0.931456 1.584217 -6.372470 0.08 0.09 0.20 0.317
O 1.563734 2.273123 -7.374327 -0.05 -0.11 0.02 -0.385
C 0.990567 3.580468 -7.506023 -0.04 0.07 0.01 -0.505
C -0.404712 3.480266 -6.897633 -0.02 0.03 0.01 -0.483
C -0.187798 2.433661 -5.812157 -0.08 0.01 -0.28 0.049
H 1.618682 4.289635 -6.960236 -0.02 0.00 0.01 0.259
H 0.992908 3.847241 -8.561536 0.02 -0.04 0.00 0.330
H -0.772855 4.432283 -6.522454 0.05 -0.01 0.04 0.308
H -1.109096 3.105838 -7.643806 0.02 0.00 -0.02 0.293
H 0.154336 2.878370 -4.877324 -0.07 0.02 0.00 0.018
H -1.056704 1.813537 -5.606304 0.06 -0.02 0.13 0.334
O 10.409494 -0.826027 4.570744 -0.05 -0.03 -0.06 -0.618
C 9.748551 -1.310898 3.693356 0.03 0.11 0.14 0.582
O 9.305483 -0.587079 2.644063 0.01 -0.16 0.00 -0.365
C 8.458831 -1.404779 1.797118 -0.13 -0.01 -0.22 -0.221
C 8.857349 -2.839451 2.100909 0.03 -0.05 0.06 -0.395
C 9.265260 -2.742891 3.568154 0.08 -0.01 -0.22 -0.427
H 7.416818 -1.207929 2.058308 0.00 0.01 0.00 0.135
H 8.613604 -1.121933 0.760968 0.03 0.06 0.03 0.317
H 8.053319 -3.541145 1.895378 -0.03 0.05 -0.01 0.259
H 9.716271 -3.120970 1.490427 -0.01 0.00 -0.01 0.268
H 8.416710 -2.870653 4.244165 0.01 -0.01 0.02 0.232
H 10.055434 -3.429594 3.861287 -0.04 0.01 0.11 0.308
O 4.126431 2.860587 2.940876 0.09 0.03 0.06 -0.592
C 5.090549 2.439071 3.506294 -0.10 -0.05 -0.05 0.483
O 6.300627 2.328397 2.904242 -0.01 0.02 -0.02 -0.376
C 7.254728 1.722733 3.791995 0.01 0.01 0.13 0.120
C 6.702618 1.964012 5.193036 -0.03 0.04 0.03 -0.578
C 5.198509 1.949023 4.940550 0.16 0.11 0.02 -0.393
H 7.326381 0.659901 3.561744 -0.02 0.01 -0.03 -0.260
H 8.224370 2.180603 3.616488 -0.01 -0.02 -0.06 0.334
H 7.050490 1.225965 5.913090 -0.01 -0.03 -0.03 0.336
H 7.005498 2.951429 5.545880 0.03 -0.01 0.00 0.267
H 4.774985 0.943763 4.985662 -0.02 0.00 0.00 0.249
H 4.630352 2.601216 5.598590 -0.09 -0.06 -0.02 0.326
O -2.164195 -2.817709 1.399179 -0.04 -0.01 -0.05 -0.670
C -2.236686 -2.955823 0.207122 0.09 -0.15 -0.02 0.339
O -1.865732 -2.004421 -0.659782 -0.10 0.07 0.15 -0.098
C -2.146896 -2.399390 -2.016457 -0.04 0.04 -0.21 -0.094
C -2.226756 -3.918767 -1.968408 0.03 -0.06 0.06 -0.618
C -2.758670 -4.161617 -0.557475 0.21 0.00 -0.17 -0.431
H -3.093536 -1.938964 -2.311251 -0.03 -0.03 0.04 0.307
H -1.339359 -2.028090 -2.643207 0.04 -0.01 0.08 -0.033
H -2.845056 -4.334461 -2.761832 -0.05 0.04 0.02 0.392
H -1.221379 -4.332604 -2.062000 0.02 0.05 -0.03 0.261
H -3.850987 -4.143512 -0.516322 -0.01 -0.01 0.03 0.200
H -2.397696 -5.078422 -0.097841 -0.10 0.00 0.08 0.361
O -6.266445 -1.168655 -1.099859 -0.01 0.01 0.10 -0.627
C -6.170617 -0.918099 0.069519 0.04 0.04 -0.17 0.513
O -7.229398 -0.494320 0.800266 -0.03 0.01 0.03 -0.380
C -6.819389 -0.199187 2.153244 0.15 -0.10 -0.02 0.132
C -5.536080 -0.997939 2.355423 0.05 -0.01 -0.01 -0.698
C -4.944230 -1.006943 0.950994 -0.16 -0.08 0.11 0.558
H -6.652755 0.876900 2.234470 -0.01 0.01 0.00 0.174
H -7.615796 -0.480145 2.831711 -0.03 0.04 -0.15 -0.045
H -4.881254 -0.568709 3.110060 -0.01 0.03 -0.02 0.398
H -5.779050 -2.017626 2.659693 0.01 0.01 0.02 0.288
H -4.309054 -0.138962 0.762830 0.03 -0.02 -0.05 0.226
H -4.377316 -1.900887 0.715905 0.01 0.10 0.01 -0.591
O -1.200322 4.731723 -4.042644 -0.08 0.24 -0.08 -0.578
C -2.302064 4.597740 -3.597067 0.13 -0.17 0.18 0.463
O -3.325654 5.428349 -3.929592 0.03 0.00 -0.03 -0.383
C -4.504448 5.078086 -3.184832 -0.07 -0.02 0.05 -0.453
C -4.305565 3.623304 -2.774845 0.05 -0.04 -0.01 -0.558
C -2.789124 3.546892 -2.622242 -0.18 -0.04 -0.18 0.118
H -4.573318 5.744024 -2.321093 0.00 -0.01 0.01 0.258
H -5.368158 5.241342 -3.825602 0.03 0.02 -0.03 0.337
H -4.862171 3.352868 -1.879897 0.02 0.05 0.02 0.323
H -4.627897 2.964608 -3.582591 -0.02 0.00 0.01 0.284
H -2.450755 3.830490 -1.623866 0.04 -0.04 0.01 0.177
H -2.355204 2.580352 -2.867827 0.14 0.02 0.12 -0.017
O -8.563953 0.174494 4.691843 -0.18 -0.03 0.14 -0.620
C -9.644597 -0.252208 4.977576 0.10 0.10 0.09 0.604
O -10.782594 0.241211 4.433969 0.01 0.01 -0.02 -0.345
C -11.933359 -0.384407 5.023161 -0.05 -0.03 0.03 -0.439
C -11.426006 -1.708509 5.584686 0.05 -0.03 -0.01 -0.469
C -9.990080 -1.354703 5.960568 -0.13 -0.09 -0.14 -0.443
H -12.317730 0.275099 5.804707 0.00 -0.01 0.01 0.266
H -12.689995 -0.495136 4.250393 0.03 0.02 -0.03 0.311
H -12.030073 -2.076727 6.411184 0.00 0.04 0.02 0.310
H -11.425742 -2.465706 4.799585 -0.02 0.00 0.00 0.269
H -9.912326 -0.941707 6.968212 0.03 -0.01 0.01 0.257
H -9.287072 -2.177395 5.861916 0.06 0.05 0.07 0.272
```
Forces are in eV/Å.

Summary:
- DFT total energy (eV) = -125114.8760
- total charge = -1

(2)
Density functional theory data (ωB97M-V/def2-TZVPD) for a cluster of 4 separate species, C35H60BNO9PS3 in total in a non-equilibrium geometry.

The geometry in XYZ format:
```
110
Properties=species:S:1:pos:R:3:forces:R:3:mulliken_charge:R:1
C -8.435060 6.446695 -0.409052 0.25 -0.66 0.51 -0.870
C -7.048972 6.041141 0.410110 -0.88 1.33 0.86 -0.551
P -6.950123 4.118325 0.474486 -1.72 0.72 0.21 -0.156
C -7.318967 3.714714 2.344689 1.83 0.32 1.06 -0.827
B -5.164957 3.478635 0.211214 1.51 -1.46 1.33 0.914
O -4.008015 4.349671 0.563396 1.37 -1.41 -2.70 -0.606
C -2.967778 3.866021 -0.404613 1.21 3.04 0.43 -0.056
C -3.385807 2.459289 -1.137321 -1.76 0.98 -0.29 1.767
C -2.658933 1.156523 -0.465583 0.13 -0.51 0.67 -0.340
C -3.595330 0.232372 0.500984 0.34 -1.17 0.73 -0.548
C -3.019148 0.150328 2.067966 -0.97 -0.32 -0.15 -0.569
C -3.355704 1.496651 2.941355 0.20 0.66 -2.28 -0.092
N -2.503089 1.602764 4.187169 -0.81 -0.24 0.88 0.291
C -3.287230 1.395856 5.465540 7.30 1.34 1.43 -0.224
C -2.095719 1.582538 6.597023 0.08 0.10 -4.47 -0.426
C -0.665040 1.879681 5.793229 -4.00 -0.61 -2.54 -0.443
C -1.017544 1.887043 4.162302 -2.58 -0.87 6.66 -0.236
C -3.250909 2.282875 -2.755650 0.22 0.50 -0.05 -1.377
C -1.842336 2.819984 -3.415641 0.20 -2.28 -1.43 0.124
C -0.523286 1.879672 -2.998077 -0.94 -0.45 -0.38 -0.877
O -1.604496 4.261421 -3.287519 1.65 -1.32 1.24 -0.254
C -0.406207 4.592577 -2.513613 0.41 2.68 0.48 0.062
C -0.453700 6.253330 -2.304733 -0.30 1.72 0.25 0.110
C -1.307847 7.104749 -3.415140 1.67 2.98 3.19 -0.224
C -1.400000 8.737173 -3.205363 2.32 -3.10 3.03 -0.409
C -0.627020 9.379235 -1.886912 0.12 -2.92 -0.42 -0.307
C 0.235164 8.509555 -0.783362 -1.99 -2.62 -3.53 -0.420
C 0.334090 6.860594 -1.001166 -2.70 3.05 -3.26 -0.359
O -4.871731 2.616414 -0.989004 2.01 0.03 -0.48 -0.794
H -9.359092 6.044124 0.222212 1.96 0.70 -1.43 0.199
H -8.391790 5.858665 -1.428724 -0.35 1.45 1.91 0.237
H -8.592651 7.600651 -0.523328 0.45 -2.06 -0.04 0.315
H -6.084542 6.549012 -0.018934 -1.86 -1.06 0.59 0.307
H -7.195371 6.474131 1.505841 0.49 -0.87 -2.11 0.253
H -7.972792 4.533732 2.865995 0.88 -1.73 -1.09 0.324
H -7.694058 2.615029 2.491638 0.43 2.26 -0.36 0.253
H -6.249047 3.771052 2.870283 -2.24 -0.20 -0.82 0.070
H -5.081166 2.651106 1.074763 -0.79 -0.75 1.14 -0.461
H -2.855460 4.847127 -1.075669 -0.18 -2.60 0.51 -0.312
H -1.939071 3.897871 0.182427 -1.80 -0.73 -0.98 0.065
H -1.751891 1.539352 0.176158 -1.64 -0.68 -1.15 0.149
H -2.183880 0.424538 -1.280330 -1.14 1.80 1.64 0.069
H -4.730136 0.509223 0.533456 2.28 -0.09 -0.25 0.228
H -3.546657 -0.894100 0.108485 -0.07 2.40 0.77 0.310
H -3.609624 -0.749643 2.567867 1.44 1.71 -0.87 0.236
H -1.862315 -0.090378 2.072980 -2.34 0.57 0.02 0.175
H -3.122433 2.440040 2.251731 -0.56 -1.92 1.48 -0.138
H -4.527886 1.567754 3.155078 2.81 -0.21 -0.16 0.167
H -4.440642 1.172615 5.594088 2.93 0.63 -0.79 0.274
H -2.246700 1.507570 7.762205 0.44 0.20 -2.74 0.257
H 0.417166 2.066852 6.249887 -2.81 -0.48 -1.06 0.251
H -0.293864 2.044818 3.250214 -2.21 -0.43 1.89 0.298
H -4.176386 2.809506 -3.270927 2.07 -0.83 1.18 0.251
H -3.376329 1.116915 -2.978375 0.48 2.54 0.36 0.228
H -1.959908 2.621747 -4.588873 0.19 0.52 2.36 0.178
H 0.396193 2.180591 -3.664080 -1.65 -0.44 1.59 0.349
H -0.316211 1.883259 -1.845673 -0.15 0.12 -2.43 0.103
H -0.765716 0.746908 -3.282441 0.28 2.48 0.60 0.342
H 0.619292 4.413113 -3.098102 -2.32 -0.02 1.24 0.336
H -0.384600 4.162115 -1.414894 -0.09 0.55 -2.42 0.059
H -1.882818 6.635006 -4.345864 1.56 0.83 2.53 0.247
H -2.030211 9.405228 -3.954745 1.58 -1.50 1.90 0.260
H -0.728073 10.541320 -1.740273 0.30 -2.60 -0.22 0.243
H 0.757619 8.971618 0.158938 -1.26 -0.77 -2.19 0.272
H 0.907028 6.134053 -0.268066 -1.38 1.75 -1.68 0.269
C 3.303439 -1.375468 -3.881077 0.09 0.08 -0.01 -0.811
C 3.474159 -2.559888 -2.931021 0.32 0.11 -0.22 -0.295
C 2.634441 -2.274704 -1.686990 0.46 -0.45 0.26 -0.799
S 1.291086 -1.224885 -2.220785 -0.46 -0.01 0.10 1.365
O 1.440811 0.070453 -1.591646 -0.12 -0.53 -0.04 -0.636
O 0.051228 -1.973565 -2.169004 0.30 0.52 0.17 -0.730
C 1.809490 -1.090303 -3.920420 0.18 0.18 -0.60 -0.658
H 3.697178 -1.594384 -4.877907 -0.05 0.05 0.13 0.403
H 3.841790 -0.505089 -3.487303 -0.09 -0.06 -0.09 0.332
H 3.112789 -3.473495 -3.418535 0.10 0.12 0.09 0.222
H 4.524736 -2.720992 -2.669810 -0.64 0.21 -0.18 0.296
H 2.228359 -3.193533 -1.256444 -0.07 0.27 0.02 0.335
H 3.209421 -1.731731 -0.931842 -0.21 0.03 -0.09 0.352
H 1.571625 -0.097549 -4.306222 -0.17 -0.10 0.18 0.358
H 1.277550 -1.855175 -4.494054 0.00 0.10 0.14 0.389
C 8.089427 -5.971923 -1.133695 0.25 0.12 -0.06 -0.574
C 7.706918 -5.487086 0.263881 0.24 -0.19 0.28 -0.448
C 6.394388 -4.715352 0.138337 0.17 0.35 0.56 -0.686
S 5.542246 -5.404953 -1.272323 0.04 -0.27 0.13 1.132
O 5.455954 -4.388995 -2.300194 0.13 -0.83 0.38 -0.693
O 4.383516 -6.145288 -0.814392 0.05 0.47 -0.46 -0.681
C 6.818989 -6.561747 -1.727700 0.37 -0.37 -0.22 -0.794
H 8.897432 -6.708597 -1.100996 -0.13 0.11 -0.03 0.368
H 8.428519 -5.123144 -1.739525 -0.04 -0.14 0.01 0.287
H 7.564856 -6.351647 0.923644 0.02 0.12 -0.07 0.103
H 8.490997 -4.863457 0.704568 -0.17 -0.10 -0.04 0.357
H 5.773052 -4.830679 1.030055 -0.05 0.08 -0.22 0.416
H 6.571189 -3.654276 -0.057955 -0.14 -0.16 -0.07 0.389
H 6.859983 -6.664873 -2.813364 -0.20 0.05 0.11 0.427
H 6.578516 -7.524224 -1.266334 -0.04 0.14 -0.05 0.320
C 3.087303 -9.008715 1.999229 -0.09 -0.21 -0.12 -0.771
C 2.880795 -9.179435 3.503492 -0.38 -0.03 0.08 -0.649
C 4.250041 -9.061101 4.170747 -0.25 -0.42 0.56 -0.681
S 5.234883 -8.015537 3.108419 -0.25 0.39 -0.03 1.276
O 6.318879 -8.804607 2.562106 0.06 0.35 0.17 -0.684
O 5.456485 -6.742543 3.764797 0.40 -0.41 -0.27 -0.699
C 3.999117 -7.800908 1.842548 -0.24 -0.03 -0.38 -0.195
H 2.139003 -8.867366 1.472566 0.17 -0.01 0.05 0.366
H 3.573285 -9.902029 1.589044 -0.05 0.13 0.00 0.329
H 2.220367 -8.385720 3.873343 0.10 -0.11 -0.06 0.298
H 2.407385 -10.137266 3.740851 0.08 0.16 0.01 0.335
H 4.176658 -8.605837 5.161640 0.23 -0.04 -0.19 0.327
H 4.745369 -10.033258 4.243082 0.05 0.21 -0.06 0.339
H 4.474447 -7.745808 0.861728 0.01 0.12 0.24 0.024
H 3.461606 -6.871659 2.053796 0.16 -0.09 -0.04 0.364
```
Forces are in eV/Å.

Summary:
- DFT total energy (eV) = -99637.5081
- total charge = -1

Taking the records one at a time from the top gives LUMO level values of 0.0586 0.0510 Ha.
Taking the records one at a time from the top gives molecular weight values of 832.375 776.850 g/mol.
Taking the records one at a time from the top gives orbital gap values of 5.63 4.64 eV.